Entry 1:
{
  "formula": "C20H22N8O3",
  "method": "the ωB97M-V functional and the def2-TZVPD basis",
  "e_tot_ev": -39156.4160,
  "total_charge": 0,
  "e_lumo_ev": -0.02,
  "fmax_ev_per_a": 2.1,
  "smiles": "CCOc1ccc(-c2c(C(=O)N/N=C/[C@@H]3CC=CCC3)nnn2-c2nonc2N)cc1",
  "spin_multiplicity": 1,
  "symbols": ["C", "C", "O", "C", "C", "C", "C", "C", "C", "H", "H", "C", "C", "N", "N", "N", "C", "N", "O", "N", "C", "N", "H", "H", "C", "O", "N", "N", "C", "C", "H", "C", "H", "H", "C", "C", "C", "C", "H", "H", "H", "H", "H", "H", "H", "H", "H", "H", "H", "H", "H", "H", "H"],
  "positions_angstrom": [[-2.18214, -5.59647, -0.15228], [-3.46569, -5.07373, 0.48590], [-4.02279, -3.98716, -0.22881], [-3.46443, -2.75648, -0.13791], [-2.42311, -2.39546, 0.71387], [-1.94527, -1.10038, 0.71579], [-2.50035, -0.13482, -0.11688], [-3.54840, -0.49344, -0.96581], [-4.01797, -1.78451, -0.97805], [-4.82016, -2.07653, -1.63653], [-3.97535, 0.23452, -1.63837], [-1.96104, 1.20928, -0.12761], [-0.65233, 1.67845, -0.23787], [-0.68823, 3.03302, -0.24296], [-1.88795, 3.43178, -0.13863], [-2.69893, 2.35692, -0.06737], [-4.04438, 2.54839, 0.14717], [-4.92209, 1.62871, 0.43042], [-6.08725, 2.25108, 0.60608], [-5.97392, 3.59299, 0.44392], [-4.71835, 3.83369, 0.15416], [-4.17522, 5.02302, -0.14233], [-4.71431, 5.84882, 0.04658], [-3.16593, 5.06418, -0.16247], [0.61359, 0.93213, -0.39167], [0.68059, -0.28210, -0.38983], [1.66343, 1.78742, -0.53920], [2.98774, 1.54686, -0.70842], [3.48230, 0.38200, -0.75034], [4.95060, 0.19060, -0.96888], [5.06363, -0.15356, -2.00674], [5.76145, 1.47258, -0.77768], [5.41330, 2.23483, -1.47428], [6.80803, 1.25246, -0.99831], [5.64095, 1.99033, 0.65377], [5.74682, 0.88943, 1.66030], [5.67461, -0.39494, 1.35598], [5.48916, -0.90468, -0.04053], [6.45211, -1.26448, -0.41901], [4.80854, -1.75984, -0.03253], [5.76628, -1.14947, 2.12545], [5.87294, 1.20027, 2.68886], [6.41791, 2.73519, 0.84525], [4.67634, 2.48877, 0.77990], [2.89567, -0.53012, -0.66299], [1.44314, 2.77770, -0.52420], [-1.13336, -0.83557, 1.37420], [-1.97090, -3.11134, 1.38125], [-4.24028, -5.84485, 0.44908], [-3.29988, -4.80279, 1.53561], [-1.41167, -4.82942, -0.16151], [-1.81967, -6.45597, 0.40491], [-2.37776, -5.89731, -1.17844]]
}



Entry 2:
{
  "formula": "C20H23AsAuBr2N4OS",
  "method": "the ωB97M-V functional and the def2-TZVPD basis",
  "de_lowest_kj_mol": 0.0,
  "e_tot_ev": -244547.4565,
  "total_charge": 3,
  "e_lumo_ev": -10.62,
  "fmax_ev_per_a": 0.2,
  "spin_multiplicity": 1,
  "symbols": ["Au", "Br", "C", "C", "C", "N", "C", "C", "C", "C", "C", "Br", "C", "C", "N", "H", "H", "H", "H", "H", "H", "N", "C", "S", "N", "C", "C", "C", "C", "C", "C", "H", "H", "H", "H", "H", "H", "H", "H", "C", "As", "C", "C", "O", "H", "H", "H", "H", "H", "H", "H", "H", "H"],
  "positions_angstrom": [[0.72045, 0.20580, 0.94415], [-0.40166, 6.56648, 2.44523], [-0.18401, 4.75876, 2.12816], [-1.23235, 3.99232, 1.62474], [-1.01899, 2.65397, 1.38825], [0.15445, 2.06340, 1.65642], [1.18740, 2.79927, 2.12725], [1.04718, 4.14668, 2.37021], [2.43645, 2.05653, 2.31645], [3.49270, 2.53046, 3.05729], [4.62132, 1.72900, 3.24431], [6.04761, 2.34378, 4.24335], [4.63876, 0.45916, 2.67770], [3.55118, 0.04042, 1.94701], [2.47491, 0.82064, 1.75309], [-2.19385, 4.43533, 1.40720], [-1.78815, 2.02342, 0.96550], [1.88053, 4.73629, 2.72321], [3.44831, 3.50988, 3.51045], [5.48669, -0.19955, 2.80144], [3.55101, -0.93367, 1.48003], [2.02836, -2.40661, -2.46536], [1.15063, -1.79759, -1.69152], [1.62781, -1.72147, 0.01154], [0.00717, -1.33995, -2.14107], [-0.47242, -1.43452, -3.50163], [-1.00462, -0.29095, -4.07798], [-1.49858, -0.35413, -5.37193], [-1.45691, -1.54968, -6.07698], [-0.93973, -2.69097, -5.48232], [-0.44914, -2.64406, -4.18364], [2.92399, -2.70137, -2.10777], [1.84239, -2.53166, -3.45307], [-0.55998, -0.81865, -1.47912], [-1.01666, 0.64360, -3.52970], [-1.90687, 0.53402, -5.83412], [-1.83659, -1.59371, -7.08835], [-0.93058, -3.62857, -6.02101], [-0.11061, -3.55569, -3.70591], [-3.74298, -1.49204, 0.18510], [-2.21917, -1.24575, 1.29625], [-1.39454, -2.90818, 1.73423], [-2.67240, -0.28513, 2.88196], [-1.12768, -0.28103, 0.31942], [-4.52427, -1.95933, 0.78590], [-3.48577, -2.14109, -0.65022], [-4.08702, -0.52471, -0.17681], [-2.13855, -3.53547, 2.22775], [-0.55589, -2.74817, 2.40937], [-1.05743, -3.39191, 0.81960], [-3.37899, -0.88882, 3.45356], [-3.14898, 0.65619, 2.61519], [-1.78390, -0.11094, 3.48720]]
}



Entry 3:
{
  "formula": "C20H23AsCl5F6MgN8O5",
  "method": "the ωB97M-V functional and the def2-TZVPD basis",
  "de_lowest_kj_mol": 125.8,
  "e_tot_ev": -188480.7849,
  "total_charge": 0,
  "s2": 0.76,
  "e_lumo_ev": [-0.51, -2.83],
  "fmax_ev_per_a": 1.0,
  "spin_multiplicity": 2,
  "symbols": ["Mg", "Cl", "C", "C", "C", "Cl", "C", "Cl", "C", "Cl", "C", "Cl", "C", "C", "N", "C", "C", "N", "C", "O", "O", "C", "O", "O", "H", "H", "H", "H", "H", "C", "N", "C", "N", "O", "H", "H", "H", "H", "H", "H", "C", "N", "C", "N", "C", "N", "C", "N", "C", "C", "H", "H", "H", "H", "H", "H", "H", "H", "H", "H", "H", "H", "F", "As", "F", "F", "F", "F", "F"],
  "positions_angstrom": [[-1.26140, -0.31226, -0.00823], [-1.16255, -1.55963, 2.58208], [0.46571, -1.73586, 3.08511], [1.50528, -1.44270, 2.25586], [2.83710, -1.54408, 2.54034], [4.03336, -1.13577, 1.38594], [3.15869, -2.00530, 3.82316], [4.80687, -2.17769, 4.26584], [2.13859, -2.32158, 4.72283], [2.54473, -2.88338, 6.29299], [0.79427, -2.19065, 4.36767], [-0.45308, -2.57426, 5.47704], [-0.08322, 1.53322, 3.49175], [-0.84757, 2.12408, 2.36422], [-1.18089, 1.54034, 1.22158], [-1.89466, 2.47765, 0.50203], [-1.97997, 3.63612, 1.22022], [-1.31360, 3.38427, 2.39191], [-2.56908, 4.98848, 1.01834], [-3.16831, 5.20854, -0.11914], [-2.45764, 5.80465, 1.90512], [-2.39000, 2.15524, -0.87865], [-2.91793, 3.06038, -1.54696], [-2.16036, 0.97167, -1.24621], [0.80707, 1.02889, 3.12540], [-0.69191, 0.81187, 4.03760], [0.23147, 2.31074, 4.18703], [-1.22238, 4.07328, 3.12254], [-3.13346, 4.38741, -0.71198], [0.01723, -4.44081, 0.73100], [-0.07106, -4.20123, -0.69574], [-0.33482, -2.98656, -1.19650], [-0.57405, -2.89209, -2.53456], [-0.28245, -1.96344, -0.47575], [0.55262, -5.37261, 0.89960], [-0.97329, -4.49603, 1.18543], [0.57995, -3.63409, 1.19317], [-0.24653, -4.99011, -1.29224], [-0.84624, -3.72550, -3.02728], [-1.12798, -2.08714, -2.77891], [1.09344, 1.93373, -1.00002], [2.16134, 2.57786, -1.75898], [3.30351, 1.66370, -1.80651], [2.95831, 0.38141, -2.42669], [1.87018, -0.22143, -1.65943], [0.67880, 0.64500, -1.59133], [0.24115, 0.91675, -2.98229], [1.30150, 1.53556, -3.77345], [1.68234, 2.79420, -3.12913], [2.46430, 0.64941, -3.78126], [0.23362, 2.60151, -0.96555], [1.43922, 1.75478, 0.02247], [3.65730, 1.48343, -0.78848], [4.10996, 2.12975, -2.37659], [2.21356, -0.42659, -0.64455], [1.58777, -1.16452, -2.12700], [-0.63318, 1.55940, -2.96224], [-0.04021, -0.02971, -3.45141], [0.81738, 3.46009, -3.10242], [2.47525, 3.26816, -3.71156], [3.26121, 1.11307, -4.36711], [2.19258, -0.29892, -4.25144], [-3.06032, -1.12679, 0.45171], [-4.10435, -2.20091, -0.64088], [-2.98137, -3.48268, -0.25207], [-2.98325, -1.69714, -1.89007], [-4.97030, -3.21869, -1.69646], [-5.06956, -0.83219, -0.96719], [-5.02870, -2.59227, 0.74629]]
}



Entry 4:
{
  "formula": "C20H23BBrF3N2O6",
  "method": "the ωB97M-V functional and the def2-TZVPD basis",
  "e_tot_ev": -115240.8886,
  "total_charge": 0,
  "e_lumo_ev": -1.25,
  "fmax_ev_per_a": 9.4,
  "smiles": "CCB(O)[C@@]1(ON=O)[C@@H](Br)NC(=O)[C@@]1(O)COC(F)(F)F.c1ccccc1.c1ccccc1",
  "spin_multiplicity": 1,
  "symbols": ["C", "C", "B", "O", "C", "O", "N", "O", "C", "Br", "N", "C", "O", "C", "O", "C", "O", "C", "F", "F", "F", "H", "H", "H", "H", "H", "H", "H", "H", "H", "H", "H", "C", "C", "C", "C", "C", "C", "H", "H", "H", "H", "H", "H", "C", "C", "C", "C", "C", "C", "H", "H", "H", "H", "H", "H"],
  "positions_angstrom": [[-0.01807, -1.06480, 0.39832], [-0.56757, -2.32532, -0.51420], [-2.17029, -2.70015, -0.18948], [-2.95018, -1.56453, 0.41924], [-2.81479, -4.18668, -0.46884], [-2.25218, -5.06094, -1.50914], [-1.92613, -4.38785, -2.62599], [-2.90405, -4.07928, -3.28755], [-2.34525, -5.00256, 0.91388], [-2.46799, -4.03954, 2.67150], [-3.43191, -6.07704, 1.08194], [-4.72586, -5.25287, 1.00737], [-5.78566, -5.22392, 1.81997], [-4.43687, -4.41459, -0.40714], [-4.86095, -5.44954, -1.40766], [-5.46346, -3.18864, -0.76772], [-5.84845, -2.48684, 0.50124], [-6.45672, -1.18228, 0.19798], [-5.49329, -0.15688, -0.30023], [-7.05945, -0.60302, 1.45413], [-7.55619, -1.23826, -0.81331], [0.16444, -1.46269, 1.49587], [-0.76674, -0.13562, 0.37466], [0.99699, -0.63727, -0.06210], [0.13647, -3.26584, -0.45966], [-0.55973, -1.93300, -1.64024], [-2.62949, -1.40608, 1.35896], [-1.27649, -5.50127, 0.91080], [-3.40521, -6.79234, 0.29491], [-5.13439, -4.93426, -2.23323], [-4.94355, -2.39155, -1.45509], [-6.49834, -3.56563, -1.22354], [1.78540, 1.71927, -1.86291], [2.93564, 1.00406, -2.19489], [4.19406, 1.54687, -1.93694], [4.30222, 2.80197, -1.33732], [3.15190, 3.51552, -1.00192], [1.89349, 2.97668, -1.26840], [0.80484, 1.29737, -2.06722], [2.85123, 0.02309, -2.65584], [5.09012, 0.99225, -2.20187], [5.28281, 3.22303, -1.13175], [3.23637, 4.49291, -0.53316], [0.99759, 3.53526, -1.01200], [5.30836, 7.50177, 2.28997], [5.44399, 6.54348, 3.29399], [5.87479, 5.25571, 2.97640], [6.17972, 4.92881, 1.65479], [6.04767, 5.88825, 0.65133], [5.60795, 7.17338, 0.96761], [4.96933, 8.50431, 2.53737], [5.21295, 6.80028, 4.32480], [5.97393, 4.50734, 3.75796], [6.52015, 3.92670, 1.40781], [6.28692, 5.63379, -0.37831], [5.49992, 7.91898, 0.18479]]
}